{"formula": "C5H33NO12", "method": "ωB97M-V/def2-TZVPD", "species": ["O", "O", "O", "O", "O", "O", "O", "O", "O", "O", "O", "O", "N", "C", "C", "C", "C", "C", "H", "H", "H", "H", "H", "H", "H", "H", "H", "H", "H", "H", "H", "H", "H", "H", "H", "H", "H", "H", "H", "H", "H", "H", "H", "H", "H", "H", "H", "H", "H", "H", "H"], "positions_angstrom": [[1.70810, -1.90406, -4.14873], [-3.38210, 2.42894, 1.80987], [1.06407, -2.00398, 1.94227], [1.24531, 3.04309, -1.11640], [2.84658, -2.16282, -1.62760], [-1.52658, -2.87160, 2.35604], [-0.34434, -2.94593, -2.90268], [-2.05151, -0.89532, -0.25655], [-0.55769, 4.17173, 0.72858], [1.00250, 2.77286, -3.64796], [0.60128, 0.45357, -4.31658], [0.34242, -4.72721, -1.01958], [0.06975, 0.72488, 1.81874], [1.32179, 1.37446, 1.38813], [-1.35006, 0.17574, 3.77544], [-0.59067, 1.30968, 3.05254], [-0.80449, 0.82163, 0.63160], [-2.02679, -0.13214, 0.67450], [0.51374, -4.51309, -0.08435], [-0.05035, 4.79196, 1.23942], [1.48618, 0.93291, 0.39829], [0.91406, -5.44965, -1.24502], [1.02247, 2.93730, -2.13734], [-0.60538, -0.58289, 3.98315], [0.08813, 2.47816, -3.70307], [0.83731, -1.04443, 1.95710], [1.43338, 1.92465, -3.82402], [0.02178, 4.02193, -0.06415], [-1.20480, 1.83176, 0.39264], [2.47392, -2.40170, -0.75781], [-1.15289, -2.54320, -2.56097], [-0.14304, 0.21141, -3.75336], [0.06849, 1.70177, 3.79761], [2.44783, -1.96771, -3.54321], [-0.22270, 0.60222, -0.27535], [-1.87578, 0.51576, 4.71238], [-1.12609, -2.16355, 1.83866], [-2.08667, -0.23926, 3.15579], [1.04451, -0.42021, -4.51328], [-0.03132, -3.69353, -2.32972], [1.96449, 3.64753, -1.35055], [2.19874, 1.22660, 2.04481], [-4.12762, 2.14670, 1.29400], [1.10553, 2.50040, 1.38537], [-2.43901, -2.78579, 2.09387], [-2.67444, -0.16224, 1.52404], [3.65313, -2.67814, -1.81837], [-1.04137, 2.23996, 2.73737], [1.10762, -2.64641, -3.93566], [1.34835, -2.40673, 2.77648], [-2.51581, 2.35393, 1.42363]], "forces_ev_per_angstrom": [[0.2781, -0.6336, -1.1042], [-0.3913, 0.4359, 1.7192], [0.3487, -0.4478, -0.7539], [-0.0462, 0.5914, -2.1429], [0.4249, -0.2400, 0.0890], [-0.0582, 0.1991, -0.0930], [0.0662, -0.6425, -0.0940], [-1.4319, -0.8243, -0.1580], [0.2027, -0.2964, -0.9987], [-0.1607, 0.8862, 0.1768], [-0.0388, -0.9984, -0.5308], [-0.1602, 0.3343, 0.7899], [-0.0227, 0.1608, 0.4577], [-0.4582, 1.5220, 0.6790], [0.1173, 1.8350, 0.9199], [0.3174, -0.8890, -0.7347], [-1.1459, 0.2522, 0.4292], [3.2949, 0.3634, -1.5085], [-0.1766, -0.0150, -0.5058], [0.1536, 0.4939, 0.4959], [0.6520, 0.7775, 0.2909], [0.4434, -0.6159, -0.0438], [-0.0076, -0.3459, 1.6353], [-0.0674, -0.2045, 0.2765], [-0.1395, 0.2828, -0.3813], [0.0899, -0.2651, 0.7833], [0.0668, -0.2991, -0.2146], [-0.4353, -0.2860, 0.5663], [0.4733, 0.0315, 0.5239], [0.4832, -0.0316, -0.5723], [0.3330, -0.4492, 0.2403], [0.1807, -0.2032, -0.0216], [1.4504, -0.1428, 0.1005], [-0.2043, 0.0959, 0.3827], [-0.3514, -0.4519, 0.4265], [0.7436, -0.2541, -0.8531], [0.6542, -0.3029, 0.1208], [-0.9467, -0.6945, -0.5105], [-0.3303, 0.4363, 0.5248], [-0.9171, 1.0825, -0.0171], [0.2995, 0.1030, 0.8716], [-0.6119, -0.3758, -0.0636], [0.1851, -0.2023, -0.8375], [0.6852, -1.4537, -0.6033], [-0.6964, -0.3208, 0.0163], [-0.9531, 0.0652, 0.3674], [-0.6266, 0.2102, 0.7609], [-1.1613, 0.0045, -0.0034], [0.0726, 0.8148, 0.1536], [-0.3482, 0.8866, -0.2169], [-0.1290, 0.0210, -0.8346]], "smiles": "CCN(C)CC=O.O.O.O.O.O.O.O.O.O.O.O", "spin_multiplicity": 1, "gap_ev": 9.2, "e_above_lowest_kcal_mol": 106.7, "e_lumo_ev": 0.1}

{"formula": "C5H33NO13", "method": "ωB97M-V/def2-TZVPD", "species": ["O", "O", "O", "O", "O", "O", "O", "O", "O", "O", "O", "O", "O", "N", "C", "C", "C", "C", "C", "H", "H", "H", "H", "H", "H", "H", "H", "H", "H", "H", "H", "H", "H", "H", "H", "H", "H", "H", "H", "H", "H", "H", "H", "H", "H", "H", "H", "H", "H", "H", "H", "H"], "positions_angstrom": [[0.32511, -3.82127, -0.91992], [0.88455, -1.73793, 1.25272], [3.74541, 0.92736, -2.67634], [-1.08311, -3.95769, 1.83661], [-1.62684, -2.16955, -2.36220], [-0.62645, 4.04244, 1.72266], [-0.21551, 1.29893, -3.58900], [-3.39656, 1.67045, 1.66032], [3.14429, -0.82738, -0.18919], [1.74540, -1.99988, -2.17998], [-2.39953, -0.11019, 3.38054], [-1.63869, -1.20276, 0.23647], [-3.48070, 0.44394, -0.98899], [-0.86826, 1.42446, -0.26916], [3.03941, 1.22613, 2.24869], [-0.63305, 3.61703, 0.59324], [0.59428, 1.83186, 1.79868], [2.10783, 2.11311, 1.69981], [0.08647, 2.32282, 0.41877], [2.42952, -2.05373, -2.88308], [-1.31525, 3.99860, -0.31435], [-1.61461, -3.26157, 2.09516], [-1.18021, -3.96415, 0.85449], [-0.61828, 0.59202, -4.15364], [-2.99161, 1.18034, 0.82372], [4.14715, 1.46971, 2.19176], [-0.98715, -1.10889, 0.95439], [0.50265, 0.71738, 1.81087], [2.52320, 2.97798, 0.99862], [3.43506, 1.76242, -2.60365], [-3.14220, -0.08847, -1.62908], [2.71355, 0.52316, 2.99727], [0.71948, -3.19304, -1.53012], [-0.38997, -4.17289, -1.40962], [-2.62055, 2.27795, 1.92668], [1.10610, 2.48824, -0.27954], [-3.08787, -0.35848, 3.89050], [4.07353, 0.77150, -1.80007], [1.52404, -1.33356, 0.63917], [-1.08387, 0.56989, 0.30025], [-3.21319, 1.31457, -1.05114], [-0.45869, 1.12442, -1.16581], [-1.34152, -2.32037, -1.44831], [1.17004, -1.55245, -2.70377], [-0.07724, 2.17005, 2.71518], [2.39621, -0.61604, -0.75211], [-2.64135, 0.62267, 2.85390], [-2.46652, -1.08896, 0.48794], [-2.27781, -2.81042, -2.47909], [3.73260, -1.40408, -0.61414], [-0.02831, 1.90289, -4.17153], [1.35901, -2.22855, 1.77541]], "forces_ev_per_angstrom": [[0.2960, -0.3010, 1.1912], [-3.9856, 4.9699, -4.6733], [1.5028, -3.8295, -0.7674], [1.1777, -2.5211, -1.8056], [1.5099, 1.4793, 0.2883], [-1.0579, 1.9799, -0.5096], [-2.2766, -6.1172, 4.4559], [3.1218, 0.2259, -1.6706], [-0.6515, 1.8822, 2.1389], [3.3385, -1.7456, 0.8798], [4.5976, -0.7181, -1.1811], [6.2293, -1.2572, -1.6780], [-3.4833, -0.5702, 3.6173], [0.6752, -0.3294, 0.4389], [-0.6955, 3.7385, -0.8131], [-0.7515, -0.1028, -0.2707], [-0.1064, -0.7409, -0.0708], [2.7886, -1.0889, 1.2475], [1.4743, -0.7961, -2.0713], [0.3676, -0.4205, 0.7237], [1.3945, -0.4037, 1.7113], [-1.6467, 2.3788, 0.9516], [0.6256, 0.1449, 1.0597], [0.3629, 0.3364, 0.8193], [-1.3180, 1.3581, 2.1678], [-1.5496, -0.5729, -0.1690], [-0.2968, -0.7465, 0.0817], [0.1427, 0.7539, -0.0485], [-1.1274, -1.8278, 1.7390], [-1.8805, 4.3351, -0.0914], [2.0317, -2.0258, -3.0297], [-0.0366, -0.5180, -0.2208], [0.6159, 0.3521, -0.1572], [-1.0466, -0.8232, -0.8824], [-1.8261, -1.0144, -0.7518], [-2.8701, -0.3723, 1.4142], [-3.5422, -1.0527, 2.4267], [0.3408, -0.5573, 0.8706], [-0.1012, -0.3941, 0.4499], [0.5697, 1.2752, -1.1780], [1.2968, 2.5908, -0.8564], [-0.5418, -0.0192, 0.3981], [0.1250, 0.5324, 0.1829], [-3.8701, 2.6478, -2.2227], [1.9470, -0.2031, -1.9167], [0.3136, -0.2801, -0.9634], [-1.0765, 1.2353, -0.9797], [-5.8550, 0.9879, 2.1760], [-1.8709, -1.7200, -0.6703], [0.7464, -1.3523, -1.3337], [1.9364, 5.7081, -5.0660], [3.9358, -4.4904, 4.6187]], "spin_multiplicity": 2, "s2": 0.751, "total_charge": -1, "gap_ev": [2.6, 9.2], "e_above_lowest_kcal_mol": 12.7, "e_lumo_ev": [2.7, 2.6]}

{"formula": "C5H33NO13", "method": "ωB97M-V/def2-TZVPD", "species": ["O", "O", "O", "O", "O", "O", "O", "O", "O", "O", "O", "O", "O", "N", "C", "C", "C", "C", "C", "H", "H", "H", "H", "H", "H", "H", "H", "H", "H", "H", "H", "H", "H", "H", "H", "H", "H", "H", "H", "H", "H", "H", "H", "H", "H", "H", "H", "H", "H", "H", "H", "H"], "positions_angstrom": [[-0.31430, -3.12246, 0.20261], [-1.60891, 3.59307, 1.17367], [-2.56770, 1.69310, -0.86348], [0.93375, -0.00484, 4.44318], [0.00539, 4.72229, -0.64857], [-4.17591, -0.31317, -0.49253], [1.50134, 1.47494, -3.81649], [0.13401, 1.73096, 2.55275], [-0.65827, 0.72382, -2.43177], [-3.91479, -1.12504, 2.07847], [0.79248, 1.85951, 0.02607], [-1.34871, -2.21575, 2.55206], [-1.54656, -1.44514, -1.02473], [1.86264, -2.66832, -0.10642], [2.47037, -0.35975, -0.69136], [1.74638, -1.23708, 0.33489], [3.05255, -2.66308, -1.03857], [3.43242, -1.29548, -1.50165], [0.78766, -3.45588, -0.25849], [-1.46114, 1.18035, -2.38796], [-4.38480, -0.46270, 0.54810], [1.71891, -0.16762, 3.96480], [0.49754, 0.81779, 4.12201], [2.76812, -3.18903, -2.14388], [3.81944, -3.17758, -0.43775], [-3.35922, -0.85750, -0.52559], [3.45885, -1.07248, -2.64010], [-0.45805, 2.38454, 2.50602], [0.99123, -4.56408, -0.40185], [-0.08833, 1.85115, -0.31622], [1.42454, 0.55292, -4.22180], [-0.23350, 4.34054, -1.50045], [-3.07169, -1.62884, 1.99901], [-3.44312, 1.45032, -0.70666], [-0.70576, -2.95267, 2.53349], [2.34607, -1.45089, 1.42130], [-0.54971, 0.03052, -1.70077], [-2.11207, 0.87456, -0.99775], [4.47833, -0.99488, -1.24995], [-1.07440, -1.99796, -0.38786], [-3.78494, -0.28801, 2.54203], [0.75083, -0.90403, 0.60587], [1.77217, 0.15133, -1.51369], [0.95893, 4.78541, -0.74674], [0.95210, 1.23141, -2.97635], [0.99119, 2.82818, -0.09670], [-0.93440, 3.96882, 0.57425], [0.27007, 1.45932, 1.65432], [-1.03590, -1.59368, 3.25453], [-1.97448, 2.90312, 0.58205], [-2.04501, -1.99255, -1.60867], [2.93435, 0.59249, -0.23670]], "forces_ev_per_angstrom": [[0.7965, -1.2332, -0.4005], [0.1133, -0.5905, -0.6583], [2.6089, 2.2633, -0.3820], [-1.8834, 0.1575, 1.3546], [0.5780, -0.1681, -0.6113], [-0.4649, -0.9334, 3.0575], [-1.0479, -2.8607, 1.3372], [3.1716, -3.7995, 1.7491], [3.1023, -2.2496, 0.8587], [-0.2020, -0.1620, -0.1203], [1.1069, 1.6894, -0.4556], [0.7080, 0.3610, 0.9475], [-0.3796, 2.1796, -0.1810], [0.1881, 2.1608, -2.9023], [-0.5777, 2.2957, -1.8800], [1.9271, -1.3396, 3.0917], [-0.7944, -3.4639, -2.6638], [1.1379, 2.8220, 0.0673], [-0.1580, -0.9435, 2.3685], [-1.9000, 0.9865, 0.0494], [0.5586, 0.2015, -3.0643], [1.0970, 0.2189, -0.9430], [0.8437, -0.7944, -0.4007], [0.7773, 0.4099, 3.5306], [0.0973, 0.0346, -0.9930], [-0.4673, 0.4604, -0.1642], [-0.7648, -0.7094, 1.8857], [-3.7827, 4.2558, -0.4120], [-0.0227, 1.2136, -0.7981], [-1.1747, -0.3075, -0.5950], [0.3452, 1.9605, 0.2653], [-0.4778, 0.0390, -0.1869], [-0.3018, 0.6553, 0.4751], [-2.6116, -1.1007, 0.4757], [-0.5737, 0.6849, -0.0917], [-1.3209, 1.7389, -2.6664], [-1.0139, 1.0500, -1.5649], [-0.1451, -0.9611, 0.5329], [-0.6200, -0.6935, 0.2200], [0.1716, -0.7025, 0.4749], [0.4748, -0.4172, 0.0739], [-0.1159, -0.3109, -0.1144], [0.9567, -1.4169, 2.1490], [0.3162, 0.4657, 0.2249], [0.8789, 1.1961, -1.9991], [-0.0672, -1.4484, 0.5349], [-0.3514, 0.2811, 0.6503], [0.4204, -0.0641, -0.7028], [-0.1383, -0.7407, -0.7058], [-0.2620, 0.2304, 0.4632], [-0.3137, -0.7437, -0.6614], [-0.4426, -1.8577, -0.5193]], "spin_multiplicity": 1, "gap_ev": 10.3, "e_above_lowest_kcal_mol": 113.4, "e_lumo_ev": 0.0}

{"formula": "C5H34NO11S", "method": "ωB97M-V/def2-TZVPD", "species": ["S", "O", "O", "O", "O", "O", "O", "O", "O", "O", "O", "O", "N", "C", "C", "C", "C", "C", "H", "H", "H", "H", "H", "H", "H", "H", "H", "H", "H", "H", "H", "H", "H", "H", "H", "H", "H", "H", "H", "H", "H", "H", "H", "H", "H", "H", "H", "H", "H", "H", "H", "H"], "positions_angstrom": [[4.81246, -2.39234, -0.89601], [-2.29231, 0.29759, 3.21244], [-2.38376, 2.58309, -2.26902], [-3.61685, -1.68274, -2.61484], [3.11419, -2.10825, 2.21280], [-1.87429, 0.16187, -3.45276], [0.44087, 0.46042, 3.52094], [0.55881, -1.93558, 2.33869], [-4.29193, -1.21954, -0.12095], [-1.62160, -1.47353, 1.05560], [-2.78533, 0.85702, 0.67909], [0.68832, 3.08038, -2.22463], [1.02513, 0.59731, 0.07557], [3.52666, -1.42455, -1.74721], [1.67030, 1.85817, 0.49909], [0.66434, 2.87283, 0.98755], [1.44487, -0.16030, -1.11147], [2.22823, -1.49581, -0.90386], [-2.66253, -0.38919, -3.18565], [0.98157, 0.02805, 0.96406], [2.27010, 2.25832, -0.34924], [2.08232, -2.04185, 2.39227], [-2.29770, -0.44189, 2.58918], [-0.18024, 2.66601, 1.66862], [-4.33984, -1.49781, -1.98955], [0.53617, -0.25370, -1.68187], [3.31518, -1.73912, -2.78308], [-1.44020, -0.54189, -3.95115], [2.11874, 0.60141, -1.50355], [-3.82988, -0.37165, 0.11741], [-2.72080, 2.08741, -1.50024], [1.57212, -2.34014, -1.21617], [0.01044, 2.84101, -2.86880], [1.20698, 0.85081, 3.06254], [-0.80265, -1.75067, 1.68634], [4.86234, -1.31123, -0.02394], [-0.02923, -2.56847, 2.75859], [-2.85802, -1.91740, -2.06156], [2.38528, -1.55238, 0.19042], [3.12108, -3.05280, 2.01177], [-1.21887, -1.04344, 0.30829], [-1.34203, 0.48498, 3.32157], [4.00518, -0.44263, -1.64485], [1.09424, 3.82546, 1.25968], [-2.87434, 0.74773, 1.66284], [-2.08765, 1.85679, -2.86298], [-1.84575, 0.73501, 0.55030], [0.26893, 2.95779, -1.36782], [0.03821, 3.08343, 0.06003], [0.75714, -0.47959, 3.43965], [-3.66995, -1.83428, 0.28651], [2.26553, 1.66988, 1.41935]], "forces_ev_per_angstrom": [[0.0743, 0.8054, 0.5087], [-0.2373, 0.0801, 0.0693], [0.3434, -0.7856, 0.1763], [0.3468, -0.1344, -0.7178], [-1.5794, -0.0643, 0.2147], [-0.1859, -1.2780, 0.0054], [1.6494, -0.0983, -0.5413], [-0.5198, 0.3317, -0.1044], [0.2672, 0.5606, 0.4752], [0.6165, -1.0758, 1.3866], [-0.5319, 0.9990, 0.0019], [0.4867, -0.3251, -0.1805], [2.2610, -1.3278, 2.7606], [-0.3504, -0.1370, 0.7685], [0.0544, -0.0935, 0.1356], [-2.9293, 1.1280, -2.3768], [0.4815, 1.5873, 0.5653], [-1.2180, 0.4928, 0.3362], [-0.1256, 0.7445, 0.1370], [-1.2172, -0.1088, -0.8876], [-0.4046, -0.2060, 0.7533], [1.2602, -0.0147, -0.2018], [0.2476, -0.5371, 0.2655], [1.0482, -0.7987, 0.3145], [0.4401, -0.0156, 0.3645], [-0.3447, -0.0879, -0.8161], [0.4855, 0.2829, 0.4508], [0.4709, 0.4897, -0.3340], [-0.2788, -0.2529, -1.1787], [-0.5137, -0.4611, -0.3191], [0.0005, 0.4039, -0.2463], [0.6204, 0.4870, 0.3445], [-0.1093, 0.1653, 0.2022], [-0.5173, 0.5130, 0.5901], [-0.4696, 0.8315, -1.6061], [0.4316, -1.4299, -0.2485], [0.5729, -0.4719, 0.5954], [-0.6041, -0.1164, 0.1606], [0.4535, -0.4821, -0.5555], [0.5187, 0.0637, -0.0746], [0.2401, -0.0731, -0.3860], [-0.0695, -0.0247, 0.0958], [-0.7463, 0.0163, -0.8720], [0.4540, 0.0074, 0.1153], [0.1339, 0.5811, -0.5168], [-0.3975, 0.4553, 0.2846], [0.0876, -0.0107, 0.0213], [-0.3235, 0.1788, -0.6085], [0.5425, 0.3238, 1.4332], [-1.1228, -0.2389, -0.0208], [-0.0963, -0.2863, 0.0895], [0.3033, -0.5927, -0.8291]], "spin_multiplicity": 2, "s2": 0.755, "gap_ev": [9.5, 4.8], "e_lumo_ev": [-0.2, -4.9]}